The following is a quantum chemistry calculation of a structure of composition C32H23ClN4O4ReS2, from the Open Molecules 2025 dataset.

```
67
Properties=species:S:1:pos:R:3:lowdin_spin:R:1
Re 0.064 0.268 -0.009 0.789
O 1.259 0.445 -1.656 0.057
C 2.511 0.083 -1.735 0.005
C 3.001 -0.372 -2.977 0.010
C 4.303 -0.785 -3.116 0.003
C 5.198 -0.740 -2.036 0.015
C 4.754 -0.259 -0.829 0.000
C 3.419 0.141 -0.653 0.014
C 3.028 0.772 0.570 0.016
N 1.808 0.997 0.916 -0.003
N 1.653 1.870 1.999 0.013
C 0.484 2.420 1.881 -0.004
O -0.335 2.121 0.921 0.026
C 0.011 3.358 2.926 0.000
C -1.165 4.072 2.715 -0.001
C -1.645 4.920 3.702 0.000
C -0.961 5.049 4.902 -0.001
C 0.212 4.335 5.114 0.000
C 0.701 3.493 4.128 -0.001
H 2.302 -0.416 -3.801 0.000
H 4.643 -1.155 -4.075 0.000
H 6.223 -1.060 -2.160 0.001
H 5.435 -0.177 0.011 0.000
H 3.796 1.166 1.232 0.000
H -1.689 3.955 1.776 0.000
H -2.555 5.481 3.533 0.000
H -1.339 5.707 5.674 0.000
H 0.748 4.437 6.049 0.000
H 1.615 2.934 4.275 0.000
Cl 1.286 -5.167 -4.646 0.001
C 1.134 -4.106 -3.275 0.004
C 2.188 -4.006 -2.361 0.000
C 2.088 -3.171 -1.276 0.004
C 0.943 -2.377 -1.078 0.003
O 0.904 -1.565 -0.047 0.031
C -0.126 -2.516 -1.989 0.003
C -1.395 -1.938 -1.658 0.000
N -1.524 -1.003 -0.787 -0.003
C -2.769 -0.748 -0.160 -0.003
C -4.020 -0.886 -0.687 0.006
C -5.148 -0.643 0.126 -0.002
C -5.015 -0.293 1.440 0.004
C -3.727 -0.147 2.009 -0.001
C -3.478 0.199 3.357 0.010
C -2.192 0.293 3.805 -0.001
C -1.132 0.091 2.901 0.010
N -1.325 -0.190 1.633 -0.005
C -2.609 -0.350 1.188 0.000
C -0.019 -3.395 -3.079 -0.001
H 3.086 -4.588 -2.521 0.000
H 2.904 -3.069 -0.573 0.000
H -2.288 -2.405 -2.075 0.000
H -4.153 -1.143 -1.730 0.000
H -6.134 -0.736 -0.309 0.000
H -5.887 -0.117 2.057 0.000
H -4.313 0.383 4.022 0.001
H -1.966 0.554 4.828 0.000
H -0.103 0.203 3.220 0.000
H -0.853 -3.509 -3.761 0.000
C -0.597 0.447 -4.989 0.000
O -0.554 0.640 -3.574 0.001
C -1.497 1.378 -3.019 0.002
S -2.752 2.065 -3.847 0.007
S -1.443 1.659 -1.303 -0.011
H 0.245 -0.202 -5.211 0.000
H -0.498 1.401 -5.504 0.000
H -1.538 -0.016 -5.286 0.000
```

The value obtained for the total energy is -3088.12475 Eh. Its expectation value of S² is 0.7593. As for the multiplicity: 2. The energy relative to the best compared isomer or geometry (same formula, charge and spin) is 48.7 kJ/mol. The calculation puts the molar mass at 813.4 g/mol. The value obtained for the largest force on an atom is 0.81 eV Å⁻¹.

The following is a quantum chemistry calculation of a structure of composition C32H24F12NO3RuSTe, from the Open Molecules 2025 dataset.

```
75
Properties=species:S:1:pos:R:3:lowdin_spin:R:1
Ru 0.421 -0.082 0.849 2.231
C 3.802 2.258 -4.147 0.000
C 2.982 1.310 -3.311 -0.001
C 3.537 0.156 -2.785 0.001
C 2.787 -0.670 -1.969 0.002
C 1.465 -0.366 -1.659 0.017
N 0.775 -1.154 -0.711 0.146
C 0.390 -2.452 -0.979 -0.004
C 0.752 -3.027 -2.212 0.035
C 0.409 -4.315 -2.560 -0.005
C -0.330 -5.109 -1.698 0.037
C -0.695 -6.535 -2.019 0.007
C -0.744 -4.540 -0.500 -0.007
C -0.427 -3.243 -0.122 0.035
C -0.974 -2.720 1.219 0.012
O -1.187 -1.376 1.311 0.100
C 0.029 -3.218 2.332 0.004
F -0.011 -4.541 2.583 0.000
F 1.295 -2.959 1.965 0.006
F -0.184 -2.590 3.507 0.000
C -2.384 -3.331 1.545 0.003
F -2.957 -2.648 2.553 0.001
F -2.401 -4.631 1.936 0.001
F -3.204 -3.240 0.486 0.001
C 0.857 0.748 -2.269 0.008
C 1.638 1.574 -3.066 0.003
C -0.642 1.017 -1.988 0.014
O -0.953 1.129 -0.666 0.173
C -1.121 2.336 -2.680 0.008
F -1.043 2.298 -4.034 0.002
F -2.388 2.629 -2.359 0.002
F -0.387 3.401 -2.291 0.029
C -1.514 -0.143 -2.648 0.003
F -0.829 -0.821 -3.602 0.001
F -1.922 -1.024 -1.737 0.002
F -2.634 0.300 -3.265 0.001
H 4.830 1.906 -4.231 0.000
H 3.816 3.254 -3.700 0.000
H 3.383 2.353 -5.151 0.000
H 4.569 -0.099 -2.993 0.000
H 3.217 -1.567 -1.545 0.000
H 1.307 -2.419 -2.911 0.002
H 0.713 -4.703 -3.526 -0.001
H -0.302 -6.834 -2.990 0.000
H -1.780 -6.662 -2.029 0.002
H -0.292 -7.209 -1.260 0.002
H -1.340 -5.162 0.152 -0.001
H 1.218 2.458 -3.523 0.000
Te 0.578 2.920 0.612 0.713
C 1.478 4.810 0.151 0.078
C 0.692 5.963 0.141 0.033
C 1.259 7.210 -0.072 -0.003
C 2.627 7.328 -0.278 0.031
C 3.416 6.186 -0.300 -0.003
C 2.843 4.939 -0.100 0.033
H -0.375 5.871 0.304 0.002
H 0.631 8.094 -0.072 -0.001
H 3.077 8.304 -0.421 0.002
H 4.483 6.267 -0.474 -0.001
H 3.463 4.051 -0.137 0.002
S 2.507 0.170 2.012 0.162
C 3.978 0.060 1.056 0.030
C 4.583 1.226 0.589 0.010
C 5.807 1.177 -0.056 0.000
C 6.449 -0.041 -0.243 0.006
C 5.849 -1.207 0.214 0.000
C 4.623 -1.161 0.862 0.009
H 4.072 2.167 0.746 0.003
H 6.262 2.093 -0.415 0.000
H 7.410 -0.081 -0.741 0.001
H 6.340 -2.162 0.069 0.000
H 4.152 -2.067 1.222 0.001
O -0.684 0.964 2.610 0.019
H -1.519 0.755 2.160 0.001
H -0.606 0.309 3.316 0.001
```

The total charge is -1. The value obtained for the total energy is -3473.88119 Eh. Its expectation value of S² is 6.0295. As for the multiplicity: 5. The calculation puts the molar mass at 959.3 g/mol. The value obtained for the largest force on an atom is 1.53 eV Å⁻¹.

The following is a quantum chemistry calculation of a structure of composition C32H24FMnN10O6SSe, from the Open Molecules 2025 dataset.

```
76
Properties=species:S:1:pos:R:3:lowdin_spin:R:1
Mn 1.093 -0.310 0.368 1.017
O 1.232 7.397 1.094 0.000
C 0.527 6.337 0.682 0.000
O -0.504 6.462 0.091 0.000
C 1.074 4.958 0.962 0.001
C 0.139 3.946 1.147 -0.001
C 0.549 2.634 1.285 -0.002
C 1.909 2.335 1.228 0.001
C 2.853 3.337 1.067 0.000
C 2.429 4.653 0.941 0.000
N 2.269 0.952 1.259 -0.009
C 3.304 0.488 1.834 -0.006
C 3.514 -0.957 1.683 -0.001
C 4.550 -1.646 2.277 -0.002
C 4.639 -3.019 2.085 0.000
C 3.683 -3.646 1.305 0.000
C 2.675 -2.881 0.738 -0.004
N 2.584 -1.564 0.911 -0.015
H 1.998 7.163 1.632 0.000
H -0.910 4.208 1.184 0.000
H -0.175 1.855 1.507 -0.002
H 3.909 3.098 1.002 0.000
H 3.171 5.426 0.780 0.000
H 3.983 1.110 2.412 -0.001
H 5.271 -1.115 2.885 0.000
H 5.439 -3.588 2.539 0.000
H 3.709 -4.714 1.138 0.000
H 1.907 -3.344 0.130 -0.001
Se -0.231 0.634 -7.311 0.000
N 1.199 0.565 -6.287 -0.001
C 0.774 0.370 -5.058 0.000
C 1.646 0.309 -3.908 0.000
C 3.027 0.542 -4.016 0.008
C 3.788 0.500 -2.882 -0.001
C 3.159 0.226 -1.665 0.009
N 1.863 -0.006 -1.531 -0.004
C 1.088 0.032 -2.655 -0.001
C -0.351 -0.186 -2.558 -0.005
N -2.128 0.045 -0.442 -0.002
C -3.151 0.501 -1.089 0.000
C -3.496 0.403 -2.477 -0.001
C -2.678 0.157 -3.521 -0.001
C -1.228 0.030 -3.593 0.000
C -0.647 0.264 -4.898 0.000
N -1.369 0.390 -5.996 0.000
H 3.451 0.758 -4.990 0.000
H 4.854 0.686 -2.907 0.000
H 3.739 0.201 -0.755 0.001
H -3.831 1.056 -0.442 0.000
H -4.511 0.696 -2.725 0.000
H -3.140 0.236 -4.500 0.000
F -5.381 -1.247 5.841 0.000
C -4.829 -1.443 4.659 0.000
C -3.525 -1.650 4.524 0.000
N -2.929 -1.886 3.279 0.000
C -1.479 -1.961 3.163 0.000
C -0.920 -0.617 2.713 0.003
O -1.294 0.418 3.195 0.011
O -0.075 -0.702 1.701 0.047
C -3.656 -1.866 2.137 0.000
O -3.147 -2.010 1.002 0.000
N -4.986 -1.659 2.298 0.000
C -5.710 -1.420 3.500 0.000
O -6.888 -1.221 3.466 0.000
H -2.874 -1.659 5.386 0.000
H -1.215 -2.728 2.444 0.000
H -1.065 -2.215 4.136 0.000
H -5.564 -1.662 1.470 0.000
N -2.840 -2.789 -1.764 -0.001
C -1.584 -2.481 -1.766 -0.009
N -0.619 -3.254 -2.206 -0.001
S -0.951 -0.881 -1.034 -0.023
H -3.164 -3.705 -2.059 0.000
H -3.480 -2.248 -1.197 0.000
H -0.806 -4.174 -2.586 0.000
H 0.335 -2.924 -2.264 0.000
```

The total charge is +3. The value obtained for the total energy is -6282.37345 Eh. Its expectation value of S² is 1.0421. As for the multiplicity: 2. The calculation puts the molar mass at 829.6 g/mol. The value obtained for the largest force on an atom is 1.13 eV Å⁻¹.